Molecular formula: C3H4N2O3
Method: DFT, the ωB97M-V functional and the def2-TZVPD basis

The geometry in ORCA input format:
```
! wB97M-V def2-TZVPD RIJCOSX def2/J DEFGRID3
* xyz 0 1
C 2.503 -0.899 0.008
C -0.176 1.151 0.030
C -2.099 -0.494 -0.002
H 2.025 -1.731 0.487
H 3.531 -0.947 -0.391
H -2.114 1.562 -0.084
H -3.180 -0.424 0.145
N 1.914 0.199 -0.210
N -1.553 0.729 -0.073
O 0.560 0.098 0.252
O 0.128 2.325 -0.039
O -1.538 -1.569 -0.123
*
```

- HOMO energy: -10.337 eV
- Energy relative to the best compared isomer or geometry (same formula, charge and spin): 217.7 kJ/mol
- SMILES: C=NOC(=O)NC=O
- Largest force on an atom: 3.2 eV/A



Molecular formula: C3H4N2O3
Method: DFT, the ωB97M-V functional and the def2-TZVPD basis

The geometry in ORCA input format:
```
! wB97M-V def2-TZVPD RIJCOSX def2/J DEFGRID3
* xyz 0 1
C -0.779 0.191 0.070
C -0.210 -0.395 1.174
C 1.193 -0.551 0.684
H -2.555 0.161 0.828
H -2.598 0.828 -0.787
H -0.584 -0.189 2.199
H 2.083 0.160 -2.218
N -2.069 0.659 0.082
N 1.328 0.333 -0.536
O 2.097 -1.220 1.015
O 2.121 -0.342 -1.389
O -0.027 0.363 -1.124
*
```

- HOMO energy: -9.117 eV
- Energy relative to the best compared isomer or geometry (same formula, charge and spin): 419.8 kJ/mol
- SMILES: Nc1cc(=O)n(O)o1
- Largest force on an atom: 3.7 eV/A



Molecular formula: C3H4N2O3
Method: DFT, the ωB97M-V functional and the def2-TZVPD basis

The geometry in ORCA input format:
```
! wB97M-V def2-TZVPD RIJCOSX def2/J DEFGRID3
* xyz 0 1
C 0.157 -0.636 0.149
C 0.355 -0.061 -1.106
C -0.295 0.372 1.126
H -0.385 -2.329 1.501
H 1.257 -2.254 0.438
H -0.185 -0.620 -3.015
H 0.873 2.200 -0.877
N 0.054 -2.003 0.410
N 0.113 1.268 -0.949
O 0.371 -0.906 -2.106
O -0.437 1.602 0.388
O -0.438 0.567 2.308
*
```

- HOMO energy: -8.278 eV
- Energy relative to the best compared isomer or geometry (same formula, charge and spin): 579.4 kJ/mol
- SMILES: Nc1c(O)[nH]oc1=O
- Largest force on an atom: 6.7 eV/A



Molecular formula: C3H4N2O3
Method: DFT, the ωB97M-V functional and the def2-TZVPD basis

The geometry in ORCA input format:
```
! wB97M-V def2-TZVPD RIJCOSX def2/J DEFGRID3
* xyz 0 1
C -0.548 -1.526 1.186
C 0.531 1.295 -0.826
C 0.041 -0.181 -0.871
H -1.264 -1.943 0.496
H 0.199 -2.307 1.392
H -0.987 -1.180 2.124
H 0.974 2.780 -1.829
N 0.058 -0.424 0.477
N 0.443 1.763 0.346
O 0.151 0.749 1.217
O 0.729 1.863 -1.938
O -0.327 -0.889 -1.773
*
```

- HOMO energy: -9.294 eV
- Energy relative to the best compared isomer or geometry (same formula, charge and spin): 355.9 kJ/mol
- SMILES: Cn1onc(O)c1=O
- Largest force on an atom: 4.8 eV/A



Molecular formula: C3H4N2O3
Method: DFT, the ωB97M-V functional and the def2-TZVPD basis

The geometry in ORCA input format:
```
! wB97M-V def2-TZVPD RIJCOSX def2/J DEFGRID3
* xyz 0 1
C 0.181 -1.676 -1.318
C -1.217 0.353 0.359
C 0.071 0.393 -0.535
N 0.435 -2.645 -1.870
N 1.341 0.605 0.146
O 1.943 1.556 -0.303
O 1.729 -0.112 1.053
O -0.961 -0.472 1.541
H -2.011 -0.151 -0.207
H -1.406 1.378 0.668
H -0.008 1.004 -1.387
H -0.098 -0.232 1.853
*
```

- HOMO energy: -11.723 eV
- Energy relative to the best compared isomer or geometry (same formula, charge and spin): 721.4 kJ/mol
- Largest force on an atom: 5.2 eV/A



Molecular formula: C3H4N2O4
Method: DFT, the ωB97M-V functional and the def2-TZVPD basis

The geometry in ORCA input format:
```
! wB97M-V def2-TZVPD RIJCOSX def2/J DEFGRID3
* xyz 0 1
C -0.084 -0.987 -0.086
C -0.165 -1.088 -1.550
C 0.216 0.689 0.516
N -1.007 1.296 0.337
N 0.744 0.765 1.917
O 1.805 1.319 2.041
O -0.433 -1.803 0.702
O -1.179 1.927 -0.712
O 0.083 0.212 2.793
H -0.146 -2.189 -1.751
H -1.143 -0.881 -1.833
H 0.332 -0.463 -2.211
H 0.978 1.204 -0.164
*
```

- HOMO energy (alpha / beta): -10.142 / -10.140 eV
- Energy relative to the best compared isomer or geometry (same formula, charge and spin): 736.8 kJ/mol
- SMILES: CC(=O)[C@@H](N=O)[N+](=O)[O-]
- Largest force on an atom: 4.2 eV/A



Molecular formula: C3H4N2O4S
Method: DFT, the ωB97M-V functional and the def2-TZVPD basis

The geometry in ORCA input format:
```
! wB97M-V def2-TZVPD RIJCOSX def2/J DEFGRID3
* xyz 0 3
C 1.844 0.476 -2.352
C 0.000 -0.055 1.066
C -1.481 -0.154 0.645
N 0.805 -0.066 -2.630
N 0.779 -1.057 0.578
O 0.434 0.847 1.826
O 0.477 -1.398 -2.310
O -1.975 -0.926 -0.177
O 2.092 -1.135 0.988
S 3.239 1.241 -2.377
H -1.914 0.620 1.152
H 0.364 -1.589 -0.256
H -0.466 -1.461 -2.499
H 2.428 -0.212 1.043
*
```

- HOMO energy (alpha / beta): -7.675 / -9.681 eV
- Energy relative to the best compared isomer or geometry (same formula, charge and spin): 56.8 kJ/mol
- Largest force on an atom: 3.0 eV/A
- <S²>: 2.01



Molecular formula: C3H4N2O5
Method: DFT, the ωB97M-V functional and the def2-TZVPD basis

The geometry in ORCA input format:
```
! wB97M-V def2-TZVPD RIJCOSX def2/J DEFGRID3
* xyz 0 1
C -0.774 0.193 0.106
C 2.396 -0.053 0.887
C -0.638 -1.804 -0.044
N -1.891 0.653 0.761
N -0.111 0.943 -0.690
O 3.258 0.593 0.482
O 0.814 0.221 -1.568
O 1.639 -0.755 1.418
O -0.142 2.191 -0.861
O -0.427 -2.311 -1.077
H -0.971 -2.387 0.782
H -1.931 0.441 1.722
H -1.866 1.673 0.625
H 0.642 0.400 -2.544
*
```

- HOMO energy: -8.482 eV
- Energy relative to the best compared isomer or geometry (same formula, charge and spin): 318.7 kJ/mol
- Largest force on an atom: 4.6 eV/A